[1]
An isolated ion of composition C12H17N2 and charge +1 at a distorted geometry. Source: the Open Molecules 2025 dataset; level of theory: ωB97M-V/def2-TZVPD.

Structure (XYZ):
```
31
Properties=species:S:1:pos:R:3:forces:R:3
C -2.181 1.458 2.294 0.70 0.19 0.61
C 1.106 1.777 -1.553 1.56 1.60 -0.32
C 0.483 -2.638 -1.243 2.97 1.98 3.00
H -2.922 0.963 2.980 0.74 1.04 -0.94
C -0.718 1.179 0.538 0.83 -1.04 -0.58
C 0.634 -1.584 1.187 -3.03 0.40 1.46
H -0.083 -1.038 1.984 1.90 -0.56 -1.89
H 0.664 -2.565 1.745 0.36 0.62 -1.45
H -2.239 -1.093 0.303 0.68 -1.14 -0.47
C 1.197 0.292 -1.131 -0.77 0.10 -5.91
H 1.727 -0.311 -1.993 -1.42 1.04 1.25
C 0.107 2.345 0.638 -1.02 -0.46 -0.46
H 0.274 2.151 -2.144 -0.68 -1.09 -0.13
H -1.603 -2.649 0.848 -0.29 -0.18 -0.04
N -0.125 -0.273 -0.831 0.98 2.93 4.57
C 1.150 2.742 -0.354 0.64 -1.00 0.63
C -0.170 -1.575 -0.183 1.66 -2.21 -0.62
H 0.902 3.757 -0.646 0.34 0.18 -0.15
H -0.929 -0.174 -1.388 -0.63 0.52 -1.78
H 0.176 -2.745 -2.270 -0.50 0.42 -0.13
C -1.582 -1.961 0.006 -1.50 0.91 1.98
N -1.679 0.758 1.267 -0.17 -0.44 -0.41
C -0.487 3.071 1.667 -0.45 -0.78 0.51
H 0.491 -3.572 -0.709 -0.40 -0.61 -0.05
H 1.878 0.138 -0.387 1.22 -0.13 2.56
H -1.963 -2.466 -0.834 -0.67 -0.54 -1.13
H 1.597 -2.328 -1.145 -1.53 -0.77 -0.91
H 1.604 -1.114 1.091 0.12 -0.10 0.38
C -1.423 2.635 2.375 -0.27 -0.20 -0.16
H 1.949 2.112 -2.231 -0.55 -0.96 0.85
H 2.165 2.705 0.120 -0.83 0.28 -0.27
```
Positions in Å, forces in eV/Å.

Output
Highest occupied orbital energy   -13.722 eV
Orbital gap   8.7 eV
Charge   +1

How is the electron density shared among the atoms? According to Löwdin, the charges in e are: atom 1 (C): -0.043, atom 2 (C): -0.155, atom 3 (C): 0.004, atom 4 (H): 0.145, atom 5 (C): 0.013, atom 6 (C): -0.011, atom 7 (H): 0.122, atom 8 (H): 0.108, atom 9 (H): 0.090, atom 10 (C): -0.149, atom 11 (H): 0.166, atom 12 (C): -0.146, atom 13 (H): 0.120, atom 14 (H): 0.101, atom 15 (N): 0.080, atom 16 (C): -0.142, atom 17 (C): -0.569, atom 18 (H): 0.130, atom 19 (H): 0.147, atom 20 (H): 0.083, atom 21 (C): -0.055, atom 22 (N): 0.073, atom 23 (C): 0.099, atom 24 (H): 0.077, atom 25 (H): 0.083, atom 26 (H): 0.075, atom 27 (H): 0.099, atom 28 (H): 0.062, atom 29 (C): 0.103, atom 30 (H): 0.141, atom 31 (H): 0.148

[2]
An isolated ion of composition C12H17N2 and charge +1 at a distorted geometry. Source: the Open Molecules 2025 dataset; level of theory: ωB97M-V/def2-TZVPD.

Structure (XYZ):
```
31
Properties=species:S:1:pos:R:3:forces:R:3
H -2.893 -2.123 1.178 0.25 -0.13 0.35
H 4.543 0.445 -1.085 -0.32 0.10 0.23
C -1.505 0.958 -1.841 0.98 -1.55 -2.98
H -1.989 1.896 -1.774 -0.80 1.02 1.32
H -1.105 2.334 0.715 0.32 1.28 -0.90
H -3.327 -0.868 -1.048 0.12 -0.76 -0.38
C 0.033 -2.143 1.251 2.09 -1.03 -0.45
H -1.021 -0.716 2.368 -0.16 -0.37 -2.31
H 0.592 -1.069 -1.669 0.09 0.90 1.20
C 1.699 1.212 0.639 -1.37 0.71 0.42
C -0.696 0.239 0.398 1.35 1.07 1.45
H 1.083 -1.817 0.965 -1.40 0.35 1.00
H -0.094 -2.889 0.426 -1.03 0.83 0.73
C -2.232 -1.392 0.749 -2.75 -1.23 -1.34
N -1.451 -0.013 -0.792 0.70 0.76 0.00
H 2.986 -0.821 -2.289 -0.93 -0.16 0.18
H 0.092 -2.679 2.215 -0.31 0.39 -0.48
C 2.560 -0.290 -1.429 -0.32 -1.18 0.04
H 3.559 2.148 0.585 0.06 -0.72 0.14
C 2.985 1.277 0.242 1.96 0.86 -0.23
H -1.013 1.488 2.157 1.20 0.00 1.85
H -0.428 1.199 -2.125 -1.48 -0.50 -0.22
H -2.388 1.298 1.270 -0.10 -0.14 -0.50
C 3.507 0.422 -0.745 -0.83 0.85 0.17
C -2.393 -0.895 -0.508 -1.46 0.09 2.52
C 1.176 -0.388 -0.994 3.22 -1.84 -3.66
C -1.308 1.411 1.164 -1.06 -1.14 -0.59
C 0.782 0.322 0.069 -1.25 0.92 0.66
H -2.124 0.433 -2.667 1.55 0.86 0.84
N -0.993 -1.017 1.325 1.91 0.04 0.47
H 1.360 2.038 1.247 -0.23 -0.26 0.46
```
Positions in Å, forces in eV/Å.

Output
Highest occupied orbital energy   -12.079 eV
Orbital gap   9.4 eV
Charge   +1

How is the electron density shared among the atoms? According to Löwdin, the charges in e are: atom 1 (H): 0.123, atom 2 (H): 0.121, atom 3 (C): -0.016, atom 4 (H): 0.075, atom 5 (H): 0.087, atom 6 (H): 0.152, atom 7 (C): 0.018, atom 8 (H): 0.227, atom 9 (H): 0.151, atom 10 (C): -0.035, atom 11 (C): -0.326, atom 12 (H): 0.108, atom 13 (H): 0.122, atom 14 (C): -0.086, atom 15 (N): -0.151, atom 16 (H): 0.116, atom 17 (H): 0.109, atom 18 (C): -0.041, atom 19 (H): 0.126, atom 20 (C): -0.067, atom 21 (H): 0.074, atom 22 (H): 0.120, atom 23 (H): 0.113, atom 24 (C): -0.052, atom 25 (C): -0.045, atom 26 (C): -0.065, atom 27 (C): 0.027, atom 28 (C): -0.222, atom 29 (H): 0.138, atom 30 (N): -0.022, atom 31 (H): 0.120

[3]
One molecule with the formula C12H17N2P at a distorted geometry. Source: the Open Molecules 2025 dataset; level of theory: ωB97M-V/def2-TZVPD.

Structure (XYZ):
```
32
Properties=species:S:1:pos:R:3:forces:R:3
C -0.343 2.738 1.445 -0.80 -0.42 -0.28
H -4.509 -1.438 -0.280 0.82 0.93 -0.22
N -0.707 -1.839 0.020 0.34 1.68 -0.74
H -0.557 2.628 -1.932 -0.38 -0.95 0.04
H 1.552 1.677 -1.100 0.52 -1.67 -2.67
H 2.800 -3.431 0.355 0.65 0.43 -0.74
C -0.240 0.576 0.062 1.20 -3.21 1.18
H 0.214 2.449 2.289 1.18 -0.20 0.87
H 1.707 3.289 -0.643 -0.37 0.01 0.48
C -1.544 -2.841 -0.290 -1.31 -1.57 2.05
C -0.923 2.764 -0.906 -0.57 -2.69 -1.12
C -1.130 -0.435 0.066 0.95 0.30 -1.33
C 1.455 2.279 -0.286 -0.15 1.48 0.73
H 4.559 -3.226 0.476 -1.29 1.14 -0.15
P 3.119 -1.178 0.826 0.37 0.55 0.07
H -2.028 2.541 -0.826 1.35 0.11 -0.06
C -0.009 2.057 0.134 0.05 0.30 -0.55
H 3.842 -2.703 -1.017 -0.82 0.12 0.41
H -1.026 -3.765 -0.191 0.19 -0.76 -0.43
H 3.744 -0.312 -0.116 -0.47 0.09 0.10
H -3.473 -3.686 -0.182 -0.25 0.10 -0.25
H -2.995 0.694 -0.093 0.56 -1.90 -0.43
C 1.479 -1.305 0.170 -3.57 2.81 -0.11
H -1.332 2.480 1.694 -1.58 -0.76 0.42
C -2.563 -0.368 -0.181 -2.03 1.41 0.81
N 0.605 -2.199 0.065 1.36 0.89 0.32
C 3.608 -2.712 0.063 2.20 -3.30 0.27
C -2.903 -2.774 -0.199 2.01 0.14 -1.18
H -0.479 3.798 1.356 0.86 0.77 -0.19
C -3.399 -1.455 -0.277 -0.90 0.81 0.94
H 2.248 1.931 0.361 -0.24 0.04 0.84
H -0.772 3.766 -0.867 0.14 3.30 0.90
```
Positions in Å, forces in eV/Å.

Output
Highest occupied orbital energy (spin up / spin down)   -6.921 / -6.938 eV
Orbital gap (spin up / spin down)   7.2 / 7.2 eV
Charge   0

How is the electron density shared among the atoms? According to Löwdin, the charges in e are: atom 1 (C): -0.050, atom 2 (H): 0.113, atom 3 (N): -0.077, atom 4 (H): 0.094, atom 5 (H): 0.031, atom 6 (H): 0.033, atom 7 (C): 0.116, atom 8 (H): 0.073, atom 9 (H): 0.096, atom 10 (C): -0.086, atom 11 (C): -0.051, atom 12 (C): -0.204, atom 13 (C): -0.067, atom 14 (H): 0.057, atom 15 (P): 0.815, atom 16 (H): 0.098, atom 17 (C): -0.572, atom 18 (H): 0.042, atom 19 (H): 0.112, atom 20 (H): -0.057, atom 21 (H): 0.095, atom 22 (H): 0.122, atom 23 (C): -0.314, atom 24 (H): 0.064, atom 25 (C): -0.040, atom 26 (N): 0.010, atom 27 (C): -0.431, atom 28 (C): -0.095, atom 29 (H): 0.082, atom 30 (C): -0.107, atom 31 (H): 0.066, atom 32 (H): 0.034

Number 1: electronic energy -15686.863 eV. Number 2: electronic energy -15691.188 eV. Number 3: electronic energy -24981.745 eV.